[1]
The following is a DFT calculation (ωB97M-V/def2-TZVPD) of a structure of composition C21H34N2O3S at a distorted geometry.

Atoms and positions in Å:
C: 6.1196 0.4293 1.3223
C: 4.8490 0.9901 2.0630
C: 3.7116 1.0366 1.0380
O: 2.5202 1.6968 1.5347
C: 1.4010 0.9041 1.3136
C: 0.7968 0.7905 0.0994
C: 1.3764 1.6319 -1.0457
C: 0.5497 2.9921 -1.0926
C: -0.3163 3.1502 -2.3869
O: -1.6743 3.4196 -2.0301
C: -0.3753 -0.0890 -0.1414
C: -0.9741 -0.2071 -1.5503
C: -0.0115 -0.9275 -2.5717
C: 0.8665 -2.0404 -1.9259
C: 2.3636 -1.6518 -1.7176
O: 3.1847 -2.5735 -2.4790
C: -0.9173 -0.7967 0.8988
C: -2.1511 -1.7018 0.7864
C: -3.4029 -0.8385 0.3782
C: -4.6677 -1.0710 1.2583
C: -5.5108 0.2633 1.2038
C: -5.5483 -2.1495 0.5531
C: -0.2883 -0.6434 2.1788
N: -0.6706 -1.2121 3.3171
S: 0.2847 -0.7733 4.5413
N: 1.3097 0.2029 3.7040
C: 0.8910 0.1916 2.4662
H: 6.2723 -0.6421 1.5234
H: 5.9397 0.5066 0.2324
H: 7.0250 1.0110 1.5377
H: 4.6545 0.3228 2.9141
H: 5.0783 2.0206 2.3736
H: 3.4268 0.0422 0.6553
H: 4.0798 1.6138 0.1672
H: 2.4129 1.9307 -0.8667
H: 1.3432 1.1261 -2.0152
H: -0.0390 3.0572 -0.1660
H: 1.2738 3.8252 -1.0642
H: 0.0731 3.9100 -3.0761
H: -0.2435 2.1802 -2.9221
H: -1.8702 2.8729 -1.2588
H: -1.8945 -0.7996 -1.5456
H: -1.2442 0.8101 -1.8714
H: 0.5620 -0.2216 -3.1913
H: -0.6874 -1.4503 -3.2737
H: 0.8751 -2.8778 -2.6460
H: 0.4102 -2.4593 -1.0118
H: 2.5465 -0.6651 -2.1688
H: 2.6521 -1.6914 -0.6555
H: 3.6116 -3.1248 -1.8124
H: -1.9580 -2.5385 0.0918
H: -2.3432 -2.1422 1.7789
H: -3.0894 0.2137 0.3168
H: -3.6725 -1.1276 -0.6550
H: -4.4228 -1.3603 2.2901
H: -6.4218 0.0894 0.6076
H: -5.7414 0.6573 2.2052
H: -4.9662 1.0646 0.6760
H: -6.5629 -2.1297 0.9889
H: -5.6772 -1.8865 -0.5111
H: -5.1187 -3.1613 0.6373

The value obtained for the relative energy (zero: lowest compared OMol25 entry of this formula, charge and spin) is 81.9 kcal/mol. For the total energy, the calculation gives -42284.52404 eV. For the molar mass, the calculation gives 394.58 g mol⁻¹. The lowest unoccupied orbital energy comes out at -0.4 eV. For the orbital gap, the calculation gives 8.153 eV.

[2]
The following is a DFT calculation (ωB97M-V/def2-TZVPD) of a structure of composition C33H35B2F4GeN4O9Ti at a distorted geometry.

Atoms and positions in Å:
Ti: -1.3470 0.8631 1.1764
C: 0.5083 -1.1485 4.4620
C: -0.3706 -0.6936 3.3486
N: 0.0388 0.0839 2.3785
O: 1.3302 0.5063 2.4778
B: 2.0107 0.9213 1.2357
F: 2.9009 1.9315 1.5158
F: 2.7454 -0.2501 0.7722
O: 1.1651 1.3936 0.0935
N: 0.1739 0.4677 -0.3595
C: -0.5259 0.9159 -1.5275
C: 0.0488 1.8756 -2.5057
C: -1.8325 0.4401 -1.5938
N: -2.2663 -0.1300 -0.4724
O: -3.5370 -0.5213 -0.5082
B: -3.9313 -1.4364 0.6315
F: -3.2158 -2.6572 0.4972
F: -5.2876 -1.6003 0.5521
O: -3.6109 -0.8447 1.9706
N: -2.2863 -0.6768 2.1239
C: -1.7465 -1.1089 3.2144
C: -2.4643 -1.9567 4.2057
C: -2.7243 0.6065 -2.7667
H: 1.5335 -0.8445 4.2818
H: 0.4586 -2.2362 4.5645
H: 0.1762 -0.7141 5.4086
H: 0.3358 1.3787 -3.4437
H: -0.6907 2.6410 -2.7459
H: 0.9219 2.3694 -2.0873
H: -3.5001 -2.0621 3.9041
H: -2.4244 -1.5078 5.2006
H: -2.0037 -2.9467 4.2647
H: -2.1631 0.8642 -3.6637
H: -3.4483 1.3964 -2.5447
H: -3.2873 -0.3135 -2.9316
O: -4.0342 3.1728 3.2382
C: -2.9021 2.9303 2.8797
O: -2.4612 1.7295 2.5544
C: -1.8289 3.9971 2.8423
C: -0.5056 3.3682 3.3140
C: 0.5528 4.4300 3.5975
C: 0.9138 4.8947 2.1615
C: 0.0200 3.9944 1.3101
O: -0.0205 2.7713 2.0872
C: -1.4473 4.4392 1.3749
C: -2.2308 3.7083 0.3107
O: -3.0615 4.2678 -0.3756
O: -1.8891 2.4425 0.1509
H: -2.1738 4.8213 3.4602
H: -0.6179 2.6096 4.0779
H: 1.4171 3.9818 4.0902
H: 0.1586 5.2259 4.2298
H: 1.9622 4.6971 1.9396
H: 0.7040 5.9495 1.9792
H: 0.3970 3.7932 0.3163
H: -1.5894 5.5000 1.1917
C: 0.8833 -2.4535 0.7583
Ge: 0.8508 -1.3173 -0.7932
C: -0.3933 -2.0590 -2.0714
C: -0.2158 -1.8632 -3.4459
C: -1.0914 -2.4339 -4.3591
C: -2.1528 -3.2096 -3.9046
C: -2.3310 -3.4212 -2.5426
C: -1.4476 -2.8580 -1.6269
C: 2.5030 -1.0640 -1.8461
C: 2.9908 0.2552 -2.1193
C: 4.1744 0.4566 -2.7848
C: 4.9362 -0.6422 -3.1969
C: 4.4891 -1.9684 -2.9689
C: 5.2458 -3.0586 -3.3880
C: 4.7855 -4.3655 -3.1863
C: 3.5698 -4.5822 -2.5670
C: 2.8049 -3.4977 -2.1275
C: 3.2516 -2.1800 -2.3080
H: 1.1202 -3.4776 0.4607
H: -0.1233 -2.4280 1.1787
H: 1.6119 -2.0980 1.4833
H: 0.6097 -1.2550 -3.8106
H: -0.9538 -2.2682 -5.4218
H: -2.8443 -3.6455 -4.6153
H: -3.1650 -4.0094 -2.1795
H: -1.6235 -3.0136 -0.5700
H: 2.4375 1.1107 -1.7548
H: 4.5200 1.4650 -2.9698
H: 5.8833 -0.4914 -3.7048
H: 6.1982 -2.8819 -3.8753
H: 5.3754 -5.2077 -3.5220
H: 3.2082 -5.5920 -2.4247
H: 1.8452 -3.6750 -1.6563

The value obtained for the relative energy (zero: lowest compared OMol25 entry of this formula, charge and spin) is 71.9 kcal/mol. For the total energy, the calculation gives -151037.07525 eV. The spin multiplicity is 4. For the molar mass, the calculation gives 849.75 g mol⁻¹. The lowest unoccupied orbital energy (spin up / spin down) comes out at -2.3 / -5.0 eV. For the orbital gap (spin up / spin down), the calculation gives 4.469 / 3.321 eV. The expectation value of S² is 3.82.

[3]
The following is a DFT calculation (ωB97M-V/def2-TZVPD) of a structure of composition C60H41IN5Na at a distorted geometry.

Atoms and positions in Å:
Na: 1.4294 -0.3993 1.5045
C: 1.6458 7.4770 0.2852
C: 2.6135 6.4791 0.1929
C: 2.2737 5.1770 -0.1292
C: 0.9326 4.7841 -0.3765
C: -0.0395 5.8153 -0.2422
C: 0.3142 7.1139 0.0674
C: 0.5944 3.4356 -0.6694
C: 1.4223 2.2004 -0.3914
C: 1.1850 1.0757 -1.4868
C: 0.6957 0.0076 -0.6322
C: -0.1528 0.8746 0.4285
N: 0.8410 1.7449 0.8896
C: -0.9387 0.5081 1.6998
C: -0.8106 -0.5971 2.4668
C: -1.7229 -1.0101 3.5615
C: -1.7928 -2.3532 3.4988
C: -0.9730 -2.7420 2.3199
C: -1.4469 -3.6366 1.3360
C: -2.0895 -4.8824 1.7486
C: -3.3380 -5.3050 1.2487
C: -3.9444 -6.4645 1.7023
C: -3.3400 -7.2532 2.6809
C: -2.1163 -6.8492 3.1971
C: -1.5008 -5.6923 2.7352
C: -1.7676 -2.9956 0.0445
N: -1.8665 -1.6598 -0.0613
C: -2.3691 -1.3658 -1.2903
C: -2.6221 -0.0474 -1.7531
C: -3.5045 -0.0107 -2.9648
C: -4.8674 -0.2778 -2.8732
C: -5.6698 -0.3073 -4.0074
C: -5.1147 -0.0811 -5.2603
C: -3.7543 0.1852 -5.3656
C: -2.9614 0.2251 -4.2263
C: -2.1619 1.2252 -1.3514
C: -2.6268 2.4269 -1.9790
C: -1.7923 3.4683 -1.6640
C: -0.7392 2.9544 -0.8591
N: -1.0829 1.6383 -0.5419
C: -2.6072 -2.5892 -2.0150
C: -2.2050 -3.6106 -1.1796
N: -0.1679 -1.7305 1.9728
C: -1.8929 1.5854 2.1064
C: -3.2601 1.3331 1.9858
C: -4.1954 2.3054 2.3197
C: -3.7746 3.5477 2.7763
C: -2.4143 3.8101 2.8905
C: -1.4787 2.8385 2.5553
H: 1.9123 8.4921 0.5541
H: 3.6546 6.7216 0.3825
H: 3.0484 4.4259 -0.1727
H: -1.0862 5.5615 -0.3491
H: -0.4663 7.8624 0.1637
H: 0.9984 1.2295 -2.5409
H: 0.2962 -0.8968 -1.0780
H: -2.3062 -0.3385 4.1739
H: -2.4545 -3.0121 4.0434
H: -3.8286 -4.6886 0.5062
H: -4.9126 -6.7515 1.3057
H: -3.8161 -8.1609 3.0332
H: -1.6265 -7.4539 3.9535
H: -0.5353 -5.3935 3.1280
H: -5.2908 -0.4712 -1.8942
H: -6.7292 -0.5157 -3.9151
H: -5.7340 -0.1171 -6.1489
H: -3.3092 0.3560 -6.3390
H: -1.9006 0.4350 -4.3017
H: -3.4851 2.4740 -2.6308
H: -1.8379 4.4738 -2.0531
H: -2.9792 -2.6756 -3.0277
H: -2.2118 -4.6734 -1.3848
H: -3.5686 0.3637 1.6070
H: -5.2533 2.0959 2.2087
H: -4.5029 4.3106 3.0308
H: -2.0759 4.7839 3.2255
H: -0.4179 3.0481 2.5947
I: 1.8196 -3.1841 -0.2749
C: 3.1726 -2.0855 -1.4520
C: 4.0722 -2.8516 -2.1926
C: 5.0139 -2.2377 -2.9945
C: 5.0771 -0.8522 -3.0251
C: 4.1989 -0.0832 -2.2759
C: 4.3983 1.3714 -2.2168
C: 3.8711 2.1310 -1.2629
C: 2.8680 1.6333 -0.2692
C: 2.2625 0.2655 -0.8096
C: 3.1836 -0.6891 -1.4979
H: 4.0280 -3.9310 -2.1301
H: 5.7044 -2.8360 -3.5782
H: 5.8246 -0.3468 -3.6284
H: 5.1029 1.7976 -2.9256
H: 4.1603 3.1733 -1.1912
H: 3.2571 1.7012 0.7510
N: 3.2768 -0.9076 3.5557
C: 4.2390 -1.0952 2.5532
C: 4.5271 -2.3714 2.0682
C: 5.4708 -2.5421 1.0692
C: 6.1539 -1.4537 0.5411
C: 5.8844 -0.1856 1.0363
C: 4.9437 -0.0057 2.0388
H: 2.8945 0.0250 3.6182
H: 2.5642 -1.6221 3.6267
H: 3.9731 -3.2215 2.4493
H: 5.6509 -3.5365 0.6779
H: 6.8628 -1.5893 -0.2658
H: 6.3900 0.6789 0.6222
H: 4.7276 0.9894 2.4131

As for the charge: -2. The value obtained for the relative energy (zero: lowest compared OMol25 entry of this formula, charge and spin) is 178.4 kcal/mol. For the total energy, the calculation gives -82847.98537 eV. For the molar mass, the calculation gives 981.92 g mol⁻¹. The lowest unoccupied orbital energy (spin up / spin down) comes out at 3.4 / 3.4 eV. For the orbital gap (spin up / spin down), the calculation gives 3.442 / 3.322 eV.

[4]
The following is a DFT calculation (ωB97M-V/def2-TZVPD) of the molecule C4H11NS at a distorted geometry.

Atoms and positions in Å:
C: 1.3509 -0.4066 1.9341
C: 0.3919 -1.2967 1.1177
S: 0.8146 -1.2332 -0.7415
C: 0.6308 0.5519 -1.3132
N: -0.5804 1.2135 -0.8752
C: -1.9673 0.6929 -1.3656
H: 2.4250 -0.7179 2.0427
H: 0.9254 -0.2483 2.9119
H: 1.4858 0.5569 1.6169
H: -0.6329 -0.9755 1.2004
H: 0.4080 -2.3955 1.2180
H: 0.5470 0.5323 -2.4183
H: 1.5910 0.9374 -1.0079
H: -0.6618 1.0350 0.1311
H: -2.1067 1.1478 -2.3109
H: -2.7483 0.9996 -0.5768
H: -1.8731 -0.3937 -1.5636

The value obtained for the relative energy (zero: lowest compared OMol25 entry of this formula, charge and spin) is 32.4 kcal/mol. For the total energy, the calculation gives -16650.38985 eV. Its SMILES is CCSCNC. For the molar mass, the calculation gives 105.21 g mol⁻¹. The lowest unoccupied orbital energy comes out at 0.9 eV. For the orbital gap, the calculation gives 9.428 eV.

[5]
The following is a DFT calculation (ωB97M-V/def2-TZVPD) of the molecule C7H13N3O5 at a distorted geometry.

Atoms and positions in Å:
N: 0.8781 -0.0753 2.7632
C: 0.0334 -0.9136 2.1916
O: 0.2628 -2.1431 1.9630
C: -1.2816 -0.3613 1.5130
C: -1.3012 0.5886 0.1849
N: -0.1713 1.3937 -0.0055
C: 0.9518 0.9333 -0.7992
O: 1.8612 1.6585 -1.1471
C: 0.8083 -0.6784 -1.1733
N: 0.2781 -1.1015 -2.4162
C: 2.1959 -1.1755 -1.0577
O: 2.6545 -1.8278 -2.2906
C: -2.5932 1.4082 0.2380
O: -3.6285 0.8732 0.5460
O: -2.5273 2.7542 0.2300
H: 1.6965 -0.5116 3.2666
H: 0.8750 0.8503 2.4080
H: -1.8943 0.3210 2.2375
H: -1.8963 -1.2059 1.2665
H: -1.3473 0.2156 -0.9778
H: -0.0242 2.3907 0.1773
H: 0.2650 -1.1545 -0.3167
H: -0.6823 -0.8627 -2.3431
H: 0.5345 -0.3843 -3.1442
H: 2.9321 -0.4350 -0.9004
H: 2.5454 -1.8913 -0.3243
H: 1.8793 -1.6358 -2.8140
H: -3.3044 2.9701 0.7245

The value obtained for the relative energy (zero: lowest compared OMol25 entry of this formula, charge and spin) is 91.6 kcal/mol. For the total energy, the calculation gives -22175.43320 eV. Its SMILES is NC(=O)C[C@H](NC(=O)[C@@H](N)CO)C(=O)O. For the molar mass, the calculation gives 219.20 g mol⁻¹. The lowest unoccupied orbital energy comes out at 0.1 eV. For the orbital gap, the calculation gives 9.519 eV.

[6]
The following is a DFT calculation (ωB97M-V/def2-TZVPD) of the molecule C6H13N at a distorted geometry.

Atoms and positions in Å:
C: -2.3019 -1.5871 -1.2960
C: -1.5898 -0.7531 -0.5267
C: -0.5294 0.1704 -1.1311
C: -0.1377 1.2968 -0.1923
C: 0.3257 0.8677 1.2320
C: 1.3329 -0.3006 1.2400
N: 2.5988 0.1669 0.6842
H: -3.2354 -2.0144 -0.9525
H: -1.9714 -1.8799 -2.2876
H: -1.8877 -0.7442 0.5174
H: -1.1132 0.5023 -1.9878
H: 0.3355 -0.3659 -1.5357
H: 0.7662 1.7845 -0.5488
H: -0.9856 1.9713 -0.0820
H: -0.5090 0.6096 1.8954
H: 0.7395 1.7609 1.7056
H: 0.7781 -1.0685 0.6766
H: 1.6218 -0.6068 2.2449
H: 2.5023 0.7546 -0.1161
H: 3.2600 -0.5645 0.4605

The value obtained for the relative energy (zero: lowest compared OMol25 entry of this formula, charge and spin) is 28.4 kcal/mol. For the total energy, the calculation gives -7921.60234 eV. Its SMILES is C=CCCCCN. For the molar mass, the calculation gives 99.18 g mol⁻¹. The lowest unoccupied orbital energy comes out at 1.2 eV. For the orbital gap, the calculation gives 10.262 eV.

Question: Which formula does entry 1 have?
Answer: C21H34N2O3S